## w
Entry from the OMol25 dataset: a cluster of 3 separate species, C3H12O2S2 in total (the ωB97M-V functional and the def2-TZVPD basis).

Geometry as XYZ:
```
19
Properties=species:S:1:pos:R:3:mulliken_charge:R:1
S 0.20 1.42 1.76 -0.12
S 0.81 -0.69 2.15 -0.14
O 0.33 1.59 -1.73 -0.62
O -2.49 0.43 -0.62 -0.63
C 0.16 -1.90 1.13 -0.19
C -0.11 -1.72 -0.32 -0.50
C 1.84 1.62 0.76 -1.04
H -3.08 0.37 0.13 0.28
H 2.79 1.51 1.17 0.46
H -0.48 1.04 -1.46 0.26
H -3.06 -0.05 -1.34 0.32
H -0.50 -2.64 -0.69 0.39
H -0.90 -0.89 -0.59 -0.22
H 1.62 1.42 -0.32 0.31
H 0.66 -1.25 -0.96 0.35
H 0.00 1.75 -2.62 0.29
H -0.95 -2.05 1.66 0.17
H 1.04 -2.62 1.28 0.24
H 2.09 2.64 0.60 0.40
```

## Properties
Gap between HOMO and LUMO, hartree: 0.307
Charge: 0

## x
Entry from the OMol25 dataset: a cluster of 3 separate species, C3H12O2S2 in total (the ωB97M-V functional and the def2-TZVPD basis).

Geometry as XYZ:
```
19
Properties=species:S:1:pos:R:3:mulliken_charge:R:1
S -2.13 -0.33 0.37 -0.12
S -1.14 1.15 1.23 -0.09
O 2.56 -2.64 -0.49 -0.63
O 3.69 2.01 -2.36 -0.64
C -1.23 -0.88 -1.07 -0.36
C -0.34 0.59 2.72 -0.77
C 0.02 -0.17 -1.53 -1.12
H -1.97 -0.97 -1.88 0.32
H 3.22 1.76 -1.55 0.32
H -1.00 -1.95 -0.97 0.28
H 0.75 -0.10 -0.73 0.21
H 0.48 -0.68 -2.37 0.40
H 3.14 2.60 -2.90 0.32
H -1.05 0.08 3.37 0.29
H 0.64 0.10 2.62 0.29
H -0.21 0.87 -1.77 0.39
H 2.02 -3.30 -0.93 0.31
H 2.68 -1.82 -0.97 0.31
H -0.09 1.53 3.23 0.27
```

## Properties
Gap between HOMO and LUMO, hartree: 0.335
Charge: 0

Stability ranking, top entry: x; the second entry is 2.357 eV less favorable.

## w
Entry from the OMol25 dataset: a cluster of 3 separate species, C3H12O2S2 in total (the ωB97M-V functional and the def2-TZVPD basis).

Geometry as XYZ:
```
19
Properties=species:S:1:pos:R:3:mulliken_charge:R:1
S 2.12 -1.89 0.06 -0.11
S 1.95 -1.18 -1.79 -0.10
O -2.24 3.53 0.15 -0.63
O -4.23 -0.70 -0.96 -0.62
C 1.92 -0.40 1.16 -0.48
C 0.08 -0.91 -1.86 -0.68
C 2.89 -0.59 2.34 -1.00
H 2.86 -1.60 2.70 0.31
H 2.22 0.44 0.51 0.31
H -0.44 -1.86 -1.94 0.28
H 0.03 -0.34 -2.78 0.28
H -5.10 -0.97 -1.26 0.32
H -1.74 3.75 -0.64 0.32
H -3.09 3.27 -0.21 0.31
H -4.34 0.21 -0.68 0.30
H 0.87 -0.15 1.23 0.40
H -0.28 -0.32 -1.01 0.20
H 2.59 0.13 3.10 0.32
H 3.91 -0.41 1.89 0.27
```

## Properties
Gap between HOMO and LUMO, hartree: 0.318
Charge: 0

## x
Entry from the OMol25 dataset: a cluster of 3 separate species, C3H12O2S2 in total (the ωB97M-V functional and the def2-TZVPD basis).

Geometry as XYZ:
```
19
Properties=species:S:1:pos:R:3:mulliken_charge:R:1
S 1.55 1.23 0.11 -0.08
S -0.18 1.36 1.07 -0.08
O -0.36 -2.21 1.63 -0.60
O -2.20 -2.80 -0.93 -0.62
C 0.95 -0.19 -2.19 -0.91
C -1.58 1.53 -0.09 -0.60
C 1.49 -0.36 -0.79 -0.20
H -1.57 0.70 -0.78 0.03
H 0.96 -1.08 -0.16 0.09
H -1.53 2.49 -0.62 0.30
H 2.51 -0.75 -0.84 0.35
H -2.45 1.48 0.57 0.32
H 0.11 -1.62 2.23 0.31
H -2.36 -2.17 -0.22 0.30
H 1.56 0.47 -2.81 0.32
H -2.00 -2.34 -1.76 0.30
H 0.83 -1.16 -2.69 0.30
H -1.20 -2.50 1.99 0.29
H -0.08 0.19 -2.19 0.19
```

## Properties
Gap between HOMO and LUMO, hartree: 0.330
Charge: 0

Stability ranking, top entry: x; the second entry is 0.330 eV less favorable.